CHBrF2O | wB97M-V/def2-TZVPD

Structure (XYZ):
```
6
CHBrF2O wB97M-V/def2-TZVPD
O -0.163 0.688 0.143
C 0.605 1.155 -0.909
F -0.027 2.020 -1.712
F 1.036 0.267 -1.828
Br 2.038 1.950 -0.027
H -0.872 0.161 -0.018
```

The calculation puts the energy at -2887.6803 Eh. As for the LUMO energy: 0.648 eV. Its SMILES is OC(F)(F)Br. For the HOMO energy, the calculation gives -11.086 eV.

C12H24O5Si | wB97M-V/def2-TZVPD

Structure (XYZ):
```
42
C12H24O5Si wB97M-V/def2-TZVPD
C 4.843 -1.316 0.146
C 4.454 -1.739 1.333
C 3.112 -1.449 1.920
O 2.972 -0.411 2.489
O 2.099 -2.427 1.904
C 0.893 -1.945 2.552
C -0.099 -1.520 1.418
C 0.537 -0.493 0.537
Si -0.743 0.486 -0.363
O -1.875 -0.600 -0.954
C -1.516 -1.331 -2.080
C -2.735 -1.810 -2.832
O -1.574 1.441 0.782
C -0.875 2.502 1.351
C -0.992 2.553 2.889
O -0.099 1.422 -1.498
C -0.869 2.362 -2.173
C -1.895 1.801 -3.103
H 5.844 -1.576 -0.092
H 4.140 -1.010 -0.588
H 5.134 -2.180 2.059
H 1.125 -1.031 3.191
H 0.482 -2.754 3.148
H -1.014 -1.227 1.915
H -0.336 -2.460 0.836
H 1.175 -1.080 -0.138
H 1.285 0.096 1.069
H -0.821 -0.706 -2.721
H -0.977 -2.163 -1.562
H -3.381 -1.030 -3.172
H -3.376 -2.489 -2.211
H -2.509 -2.424 -3.722
H 0.228 2.417 1.138
H -1.266 3.424 0.963
H -1.987 2.463 3.192
H -0.456 1.730 3.296
H -0.583 3.470 3.277
H -0.209 3.018 -2.776
H -1.454 2.888 -1.385
H -2.358 0.917 -2.724
H -1.555 1.670 -4.124
H -2.766 2.512 -3.186
```

The calculation puts the energy at -1137.3977 Eh. As for the LUMO energy: 0.878 eV. Its SMILES is C=CC(=O)OCCC[Si](OCC)(OCC)OCC. For the HOMO energy, the calculation gives -10.039 eV.

C42H47BaN5O2P3 | wB97M-V/def2-TZVPD

Structure (XYZ):
```
100
C42H47BaN5O2P3 wB97M-V/def2-TZVPD
Ba -0.043 -0.981 0.028
C 4.477 1.036 0.436
C 4.770 0.885 1.862
C 3.897 0.307 2.682
C 2.586 -0.212 2.183
N 2.295 0.043 0.757
C 3.294 0.646 -0.031
C 2.187 -1.578 2.679
C 2.843 -2.183 3.748
C 2.422 -3.427 4.179
C 1.338 -4.041 3.574
C 0.714 -3.379 2.525
N 1.166 -2.203 2.081
C -0.503 -3.942 1.873
C -1.403 -4.689 2.625
C -2.540 -5.189 2.010
C -2.752 -4.925 0.666
C -1.812 -4.161 -0.003
N -0.709 -3.685 0.577
H 5.223 1.444 -0.231
H 5.707 1.266 2.248
H 4.121 0.216 3.736
H 3.039 0.715 -1.084
H 3.686 -1.709 4.226
H 2.940 -3.922 4.989
H 1.002 -5.014 3.903
H -1.231 -4.855 3.679
H -3.255 -5.769 2.577
H -3.629 -5.292 0.152
H -1.943 -3.914 -1.052
C 3.662 -2.584 -2.563
P 1.848 -2.661 -2.322
C 1.595 -4.472 -2.170
C 1.294 -2.383 -4.060
C -0.223 -2.440 -4.253
P -1.167 -1.156 -3.317
C -2.849 -1.511 -3.954
C -0.742 0.350 -4.276
H 4.000 -3.281 -3.332
H 4.161 -2.822 -1.622
H 3.954 -1.572 -2.846
H 2.100 -5.017 -2.970
H 0.530 -4.706 -2.193
H 1.980 -4.811 -1.208
H 1.777 -3.120 -4.709
H 1.677 -1.404 -4.365
H -0.610 -3.415 -3.941
H -0.462 -2.339 -5.316
H -2.881 -1.503 -5.045
H -3.546 -0.763 -3.574
H -3.181 -2.486 -3.597
H -0.848 0.188 -5.351
H 0.280 0.663 -4.058
H -1.397 1.170 -3.976
O 0.203 0.463 1.925
C 1.476 0.790 1.831
C 1.689 2.282 1.862
C 2.341 2.908 2.915
C 2.455 4.290 2.967
C 1.912 5.063 1.953
C 1.228 4.446 0.916
C 1.089 3.060 0.862
P 0.058 2.306 -0.464
C 0.250 3.526 -1.812
C 1.508 3.605 -2.415
C 1.728 4.460 -3.482
C 0.686 5.238 -3.975
C -0.566 5.160 -3.388
C -0.785 4.311 -2.308
C -1.649 2.576 0.130
C -2.678 2.085 -0.675
C -4.007 2.270 -0.324
C -4.323 2.921 0.861
C -3.306 3.381 1.687
C -1.975 3.218 1.322
H 2.764 2.309 3.709
H 2.967 4.757 3.798
H 2.002 6.141 1.974
H 0.784 5.057 0.139
H 2.326 3.004 -2.029
H 2.712 4.521 -3.930
H 0.855 5.903 -4.812
H -1.379 5.769 -3.762
H -1.766 4.273 -1.849
H -2.434 1.565 -1.598
H -4.794 1.910 -0.977
H -5.359 3.075 1.138
H -3.548 3.891 2.611
H -1.191 3.593 1.965
C -4.852 0.020 3.366
N -4.242 -0.493 2.158
C -2.925 -0.737 2.000
N -2.131 -0.690 3.109
O -2.457 -1.000 0.874
H -5.924 0.095 3.208
H -4.475 1.014 3.625
H -4.691 -0.658 4.205
H -4.749 -0.437 1.293
H -2.499 -0.238 3.930
H -1.167 -0.412 2.891
```

The calculation puts the energy at -3102.4430 Eh. As for the LUMO energy: -2.168 eV. Its net charge is +1. For the HOMO energy, the calculation gives -9.605 eV.

C37H56O3PPtSSi4 | wB97M-V/def2-TZVPD

Structure (XYZ):
```
103
C37H56O3PPtSSi4 wB97M-V/def2-TZVPD
Pt -0.351 -0.499 -0.754
C -0.164 -2.149 -2.202
C 1.041 -1.461 -2.700
C 2.020 -1.574 -1.745
C 1.486 -2.341 -0.646
C 0.144 -2.663 -0.899
C -0.645 -3.729 -0.196
C 2.275 -2.917 0.470
C 3.426 -1.090 -1.896
C 1.258 -0.919 -4.076
C -1.256 -2.713 -3.048
H -1.710 -3.642 -0.410
H -0.499 -3.696 0.884
H -0.324 -4.720 -0.537
H 3.135 -2.303 0.729
H 2.646 -3.900 0.160
H 1.666 -3.060 1.362
H 3.912 -0.959 -0.929
H 3.462 -0.138 -2.428
H 4.020 -1.808 -2.470
H 1.626 0.109 -4.051
H 0.349 -0.944 -4.673
H 2.015 -1.520 -4.588
H -2.219 -2.695 -2.536
H -1.024 -3.758 -3.278
H -1.351 -2.179 -3.992
O -1.600 4.022 3.013
S -0.585 3.020 2.555
O 0.802 3.148 0.237
O 1.168 0.805 1.464
C 0.591 2.852 3.930
C 0.646 3.863 4.869
C 1.464 3.710 5.983
C 2.213 2.552 6.149
C 2.147 1.533 5.207
C 1.325 1.670 4.087
P 1.107 0.342 2.887
C 2.419 -0.830 3.262
C 3.678 -0.540 2.733
C 4.763 -1.344 3.048
C 4.592 -2.443 3.882
C 3.338 -2.744 4.395
C 2.249 -1.935 4.091
C -0.448 -0.442 3.324
C -0.848 -0.510 4.660
C -2.025 -1.160 5.008
C -2.802 -1.754 4.022
C -2.400 -1.688 2.692
C -1.230 -1.028 2.348
H 0.051 4.757 4.724
H 1.523 4.503 6.718
H 2.853 2.440 7.015
H 2.729 0.633 5.348
H 3.794 0.313 2.074
H 5.745 -1.111 2.655
H 5.443 -3.064 4.135
H 3.210 -3.600 5.047
H 1.271 -2.169 4.494
H -0.238 -0.050 5.431
H -2.340 -1.195 6.044
H -3.724 -2.260 4.287
H -3.011 -2.138 1.916
H -0.970 -0.953 1.290
C -4.720 1.803 -2.355
Si -3.603 0.298 -2.498
C -3.844 -0.364 -4.213
C -3.964 -0.929 -1.129
Si -1.526 1.475 -1.131
Si -0.758 2.782 -2.916
C -1.643 4.433 -2.924
C -1.202 1.858 -4.484
C 1.091 2.993 -2.799
Si -2.744 2.548 0.415
C -3.706 1.555 1.639
C 0.562 3.904 1.385
C -3.578 4.181 0.239
H -5.766 1.531 -2.566
H -4.438 2.581 -3.072
H -4.676 2.229 -1.354
H -4.669 -1.083 -4.193
H -2.976 -0.866 -4.643
H -4.114 0.457 -4.880
H -4.553 -1.785 -1.484
H -4.538 -0.420 -0.347
H -3.043 -1.298 -0.680
H -2.728 4.300 -2.871
H -1.421 4.989 -3.842
H -1.330 5.054 -2.078
H -2.258 1.998 -4.741
H -1.023 0.783 -4.379
H -0.605 2.218 -5.329
H 1.352 3.563 -1.901
H 1.502 3.513 -3.669
H 1.581 2.016 -2.719
H -3.248 0.584 1.821
H -4.735 1.406 1.295
H -3.743 2.093 2.596
H 1.165 2.285 0.505
H 1.477 4.154 1.926
H 0.025 4.810 1.108
H -4.637 4.020 0.016
H -3.145 4.803 -0.544
H -3.508 4.720 1.190
```

The calculation puts the energy at -3685.8342 Eh. As for the LUMO energy (spin up / spin down): -3.558 / -3.544 eV. Its net charge is +1. For the HOMO energy (spin up / spin down), the calculation gives -9.270 / -9.304 eV.

C3H5NO2 | wB97M-V/def2-TZVPD

Structure (XYZ):
```
11
C3H5NO2 wB97M-V/def2-TZVPD
O 2.715 -0.286 -0.172
C 1.535 0.003 -0.211
N 0.633 -0.559 0.737
C -0.691 -0.467 0.249
C -0.974 0.887 -0.191
O 0.885 0.791 -1.050
H 0.931 -1.457 1.088
H -0.751 -0.726 -0.835
H -1.450 -1.069 0.754
H -0.527 1.809 0.104
H -1.962 0.946 -0.684
```

The calculation puts the energy at -322.4576 Eh. As for the LUMO energy: -0.916 eV. For the HOMO energy, the calculation gives -9.669 eV.

C18H25NO5S | wB97M-V/def2-TZVPD

Structure (XYZ):
```
50
C18H25NO5S wB97M-V/def2-TZVPD
C 4.079 2.451 4.402
N 2.726 2.369 3.892
C 1.836 3.377 4.426
C 2.343 1.394 2.964
C 1.897 0.119 3.385
C 1.526 -0.839 2.468
C 1.554 -0.557 1.078
C 0.933 -1.462 0.129
C -0.261 -2.096 0.356
C -0.718 -3.132 -0.591
O -0.177 -3.362 -1.652
O -1.820 -3.875 -0.265
C -2.227 -3.843 1.113
C -3.652 -4.395 1.199
C -1.258 -4.606 2.003
O -2.366 -2.454 1.510
C -1.241 -1.677 1.403
O -1.148 -0.702 2.115
C 2.191 0.636 0.656
C 2.481 1.631 1.570
H 4.751 1.862 3.769
H 4.394 3.503 4.407
H 4.133 2.081 5.438
H 0.908 3.406 3.842
H 1.599 3.173 5.484
H 2.338 4.354 4.383
H 1.835 -0.108 4.451
H 1.204 -1.832 2.792
H 1.404 -1.640 -0.839
H -4.318 -3.756 0.605
H -3.686 -5.421 0.821
H -3.968 -4.366 2.249
H -0.241 -4.199 1.948
H -1.620 -4.567 3.040
H -1.238 -5.657 1.682
H 2.379 0.759 -0.412
H 2.839 2.609 1.243
C 2.796 -2.181 -2.507
S 2.572 -3.206 -3.766
C 0.905 -3.077 -4.393
C 3.381 -2.642 -5.299
O 2.898 -4.616 -3.518
H 2.680 -1.123 -2.712
H 3.179 -2.581 -1.568
H 0.805 -2.128 -4.926
H 0.779 -3.933 -5.060
H 0.238 -3.133 -3.529
H 3.193 -1.567 -5.414
H 4.456 -2.836 -5.203
H 2.947 -3.192 -6.151
```

The calculation puts the energy at -1529.9018 Eh. As for the LUMO energy: -0.742 eV. Its SMILES is CN(C)c1ccc(C=C2C(=O)OC(C)(C)OC2=O)cc1.C=S(C)(C)=O. For the HOMO energy, the calculation gives -7.610 eV.